Molecular formula: C20H55ClNO8
Method: DFT, wB97M-V/def2-TZVPD

Atoms and positions in Å:
C 7.666 2.950 -0.485
C 6.931 2.067 -1.523
C 6.141 0.970 -0.822
Cl 5.881 -0.471 -1.782
N 4.841 1.543 -0.304
C 3.673 1.583 -1.246
C 3.067 2.970 -1.172
C 2.557 3.365 0.160
O 1.709 3.021 -0.929
H 7.560 4.007 -0.706
H 7.269 2.815 0.523
H 8.716 2.682 -0.456
H 7.662 1.610 -2.177
H 6.246 2.674 -2.114
H 6.699 0.656 0.055
H 4.579 0.990 0.512
H 5.027 2.487 0.043
H 2.884 0.904 -0.945
H 3.990 1.473 -2.280
H 3.516 3.743 -1.794
H 2.506 2.619 0.943
H 2.493 4.419 0.387
C 3.255 -0.389 -5.771
C 2.641 0.858 -5.169
O 3.633 1.858 -4.893
H 4.009 -0.798 -5.097
H 2.498 -1.152 -5.954
H 3.751 -0.163 -6.717
H 2.163 0.626 -4.217
H 1.882 1.276 -5.835
H 4.054 2.086 -5.727
C -1.839 1.561 0.414
C -0.856 0.411 0.490
O -0.364 0.055 -0.805
H -2.682 1.297 -0.224
H -2.220 1.814 1.404
H -1.366 2.447 -0.019
H -1.333 -0.477 0.902
H -0.008 0.672 1.137
H 0.064 0.833 -1.173
C -2.657 0.290 4.781
C -4.007 0.868 4.392
O -4.164 0.971 2.985
H -1.851 0.906 4.376
H -2.547 0.242 5.867
H -2.541 -0.715 4.377
H -4.108 1.878 4.789
H -4.815 0.256 4.807
H -4.109 0.080 2.603
C -2.821 -3.583 1.168
C -3.171 -2.994 2.519
O -4.012 -1.843 2.376
H -2.312 -2.840 0.549
H -2.171 -4.453 1.275
H -3.732 -3.882 0.645
H -2.275 -2.668 3.047
H -3.683 -3.733 3.142
H -4.810 -2.125 1.916
C -3.524 -3.904 6.771
C -4.515 -5.051 6.714
O -4.211 -5.958 5.655
H -3.518 -3.367 5.821
H -3.777 -3.203 7.568
H -2.511 -4.275 6.946
H -5.519 -4.679 6.520
H -4.532 -5.594 7.665
H -3.334 -6.314 5.816
C 2.700 5.610 -4.799
C 1.902 6.288 -3.705
O 0.771 5.497 -3.355
H 2.082 5.453 -5.683
H 3.578 6.191 -5.086
H 3.018 4.622 -4.451
H 1.532 7.258 -4.030
H 2.525 6.445 -2.815
H 1.108 4.648 -3.059
C -5.703 -6.160 -2.042
C -6.318 -5.037 -1.230
O -5.361 -4.020 -0.922
H -4.867 -6.606 -1.502
H -6.437 -6.938 -2.253
H -5.318 -5.784 -2.993
H -6.685 -5.410 -0.276
H -7.160 -4.591 -1.768
H -5.033 -3.664 -1.753

E: -1911.5126 a.u.
HOMO level: -11.1 eV
Gap between HOMO and LUMO: 7.9 eV
Net charge: +1

=====

Molecular formula: C21H21IrN2O3S4
Method: DFT, wB97M-V/def2-TZVPD

Atoms and positions in Å:
Ir -1.399 -0.226 -0.801
C 2.603 -0.295 1.167
C 1.207 -0.672 0.745
N 0.589 0.064 -0.121
N 1.350 1.104 -0.655
C 0.894 1.530 -1.775
S -0.458 0.923 -2.658
S 1.751 2.833 -2.608
C 2.925 3.398 -1.332
C 2.324 4.454 -0.445
C 2.468 5.800 -0.766
C 1.835 6.781 -0.017
C 1.043 6.426 1.065
C 0.914 5.087 1.409
C 1.554 4.108 0.663
C 0.607 -1.887 1.319
C 1.434 -2.950 1.695
C 0.920 -4.120 2.222
C -0.462 -4.224 2.409
C -1.299 -3.197 2.032
C -0.793 -2.015 1.448
O -1.593 -1.058 1.097
H 2.653 0.781 1.317
H 3.329 -0.547 0.391
H 2.868 -0.802 2.091
H 3.772 3.790 -1.895
H 3.217 2.506 -0.783
H 3.075 6.083 -1.620
H 1.949 7.823 -0.289
H 0.526 7.187 1.635
H 0.300 4.798 2.252
H 1.437 3.064 0.920
H 2.502 -2.871 1.532
H 1.575 -4.943 2.475
H -0.880 -5.126 2.843
H -2.373 -3.264 2.153
C -3.896 -4.073 -0.815
C -2.844 -3.038 -1.129
S -3.365 -1.443 -1.275
C -1.521 -3.384 -1.330
C -1.028 -4.803 -1.265
S -0.373 -2.198 -1.667
H -4.861 -3.592 -0.675
H -3.637 -4.607 0.103
H -3.988 -4.807 -1.620
H -1.827 -5.534 -1.391
H -0.550 -4.970 -0.297
H -0.272 -4.969 -2.035
O -4.428 2.627 -1.264
C -3.568 1.782 -1.446
O -2.775 1.313 -0.548
H -3.432 1.352 -2.462

Multiplicity: 2
E: -2845.2644 a.u.
Energy relative to the best compared isomer or geometry (same formula, charge and spin): 40.1 kcal/mol
HOMO level (spin up / spin down): -4.5 / -4.6 eV
Gap between HOMO and LUMO (spin up / spin down): 7.0 / 5.9 eV
Net charge: -1